--- one ---
A 2-piece molecular cluster, H2N2O3S overall, computed with wB97M-V/def2-TZVPD.

The geometry in ORCA input format:
```
! RIJCOSX wB97M-V def2-TZVPD def2/J DEFGRID3
* xyz 0 1
S 1.066 0.284 1.038
O -1.308 -0.402 0.718
O 1.335 -2.194 -0.005
O -0.149 -2.551 -1.485
N -0.158 0.057 0.050
N 0.417 -1.918 -0.660
H -2.028 -0.494 -0.052
H 1.599 1.507 0.388
*
```

Computed properties:
HOMO (alpha / beta), eV: -9.48 / -8.76
Gap between HOMO and LUMO (alpha / beta), Ha: 0.3227 / 0.2861



--- two ---
A 2-piece molecular cluster, H2N2O3S overall, computed with wB97M-V/def2-TZVPD.

The geometry in ORCA input format:
```
! RIJCOSX wB97M-V def2-TZVPD def2/J DEFGRID3
* xyz 0 1
S -1.481 -0.237 -0.284
O 1.625 2.258 -0.957
O 0.916 1.215 0.765
O -1.466 -1.033 -1.534
N -0.519 -1.121 0.733
N 0.923 1.456 -0.438
H -0.048 -0.664 1.449
H 0.049 -1.875 0.266
*
```

Computed properties:
HOMO (alpha / beta), eV: -8.16 / -10.79
Gap between HOMO and LUMO (alpha / beta), Ha: 0.2018 / 0.3658



two (218.5 kJ/mol below the next structure)



--- one ---
C2Cl3NO2 as an isolated structure, computed with wB97M-V/def2-TZVPD.

The geometry in ORCA input format:
```
! RIJCOSX wB97M-V def2-TZVPD def2/J DEFGRID3
* xyz 0 1
Cl -1.291 1.998 -0.625
Cl -0.975 -1.113 -1.480
Cl 1.477 0.466 -0.873
O 1.716 -1.659 0.956
O -1.398 0.864 1.580
N 1.045 -1.647 -0.039
C 0.104 -0.396 -0.261
C -0.928 0.789 0.511
*
```

Computed properties:
HOMO, eV: -10.29
Gap between HOMO and LUMO, Ha: 0.3385



--- two ---
C2Cl3NO2 as an isolated structure, computed with wB97M-V/def2-TZVPD.

The geometry in ORCA input format:
```
! RIJCOSX wB97M-V def2-TZVPD def2/J DEFGRID3
* xyz 0 1
Cl 2.297 -1.099 -0.010
Cl -2.105 0.546 -0.373
Cl 0.654 -0.098 -2.011
O -0.296 -1.200 0.002
O -0.516 1.990 1.123
N -0.111 -0.219 1.129
C 0.748 -0.754 -0.563
C -0.671 0.835 0.704
*
```

Computed properties:
HOMO, eV: -10.26
Gap between HOMO and LUMO, Ha: 0.3033



one (53.5 kJ/mol below the next structure)